(1)
Here is C2H3Tl as an isolated structure at a distorted geometry from the Open Molecules 2025 dataset. Energies are from ωB97M-V/def2-TZVPD.

Geometry as XYZ:
```
6
C2H3Tl ωB97M-V/def2-TZVPD
C -1.01 0.55 -0.31
C -0.62 -0.61 -0.20
H 2.03 -0.58 -0.01
H -0.45 -1.59 0.23
H -1.58 1.45 -0.11
Tl 1.29 0.90 0.49
```

## Properties
net charge	+2
LUMO energy	-15.04	eV
2S+1	1
calculated total energy	-249.4923	hartree
frontier orbital gap	7.54	eV

Charges obtained by Mulliken population analysis, quoted in units of e: -0.316 -0.231 0.296 0.516 0.535 1.200

(2)
Here is an isolated molecule of C14H15N5O4S at a distorted geometry from the Open Molecules 2025 dataset. Energies are from ωB97M-V/def2-TZVPD.

Geometry as XYZ:
```
39
C14H15N5O4S ωB97M-V/def2-TZVPD
H -1.89 -3.21 -0.91
O 2.01 2.32 -1.14
C -1.85 -0.70 0.44
H -1.64 -2.46 -4.56
H -0.25 1.44 0.89
S 0.97 0.18 -2.29
O 1.49 1.14 6.36
H -3.01 0.46 1.63
C 0.37 -2.07 -3.91
H -0.48 1.20 4.38
O 3.34 2.06 5.72
C -0.78 -3.03 -4.18
C 0.30 1.72 3.85
H 0.54 -1.41 -4.76
H 2.38 3.82 0.87
C 1.28 2.30 -0.17
C 0.08 -1.26 -2.69
C 1.41 3.33 0.96
H -0.49 -3.75 -4.94
C 2.21 2.68 3.23
C -1.19 -3.74 -2.90
H 3.20 3.08 3.14
O -2.13 -1.74 1.00
H -1.93 -4.52 -3.11
H 0.62 4.08 0.82
N -2.32 0.51 0.90
H 1.30 -2.64 -3.75
N 1.29 2.75 2.27
H -2.76 -2.42 -2.22
C 1.61 2.01 4.29
H -2.39 1.29 0.27
N 0.13 2.17 2.63
N 2.19 1.71 5.55
C 0.01 0.39 -0.87
N 0.27 1.43 0.01
H -0.31 -4.23 -2.47
C -0.93 -0.60 -0.71
C -0.87 -1.56 -1.76
C -1.77 -2.75 -1.89
```

## Properties
LUMO energy	-0.44	eV
2S+1	1
calculated total energy	-1515.3721	hartree
frontier orbital gap	7.70	eV

Charges obtained by Mulliken population analysis, quoted in units of e: 0.401 -0.609 0.278 0.316 0.508 -0.382 -0.588 0.219 -0.676 0.518 -0.589 -0.761 -0.438 0.401 0.316 0.791 0.492 -0.806 0.340 -0.101 -0.859 0.459 -0.624 0.350 0.246 -0.462 0.296 0.596 0.278 -0.034 0.247 -0.938 0.976 0.292 0.021 0.335 -0.361 0.032 -0.479

(3)
Here is CH5NO2S as an isolated structure at a distorted geometry from the Open Molecules 2025 dataset. Energies are from ωB97M-V/def2-TZVPD.

Geometry as XYZ:
```
10
CH5NO2S ωB97M-V/def2-TZVPD
H -0.68 -2.50 -1.23
C 0.97 -0.04 0.65
O 1.84 -0.11 -0.32
H -2.26 1.18 0.92
H 1.47 0.14 1.57
H 1.26 -0.28 -1.07
H -0.69 -1.77 -0.84
S -0.21 1.17 0.25
O -0.30 1.10 -1.17
N -1.39 1.10 1.24
```

## Properties
LUMO energy (spin up / spin down)	-1.01 / -1.19	eV
2S+1	1
calculated total energy	-644.3297	hartree
frontier orbital gap (spin up / spin down)	7.84 / 7.73	eV

Charges obtained by Mulliken population analysis, quoted in units of e: 0.247 -0.174 -0.353 0.258 0.315 0.392 -0.236 0.704 -0.581 -0.572

(4)
Here is C44H40Cl4N4O7PSSeTi as an isolated structure at a distorted geometry from the Open Molecules 2025 dataset. Energies are from ωB97M-V/def2-TZVPD.

Geometry as XYZ:
```
103
C44H40Cl4N4O7PSSeTi ωB97M-V/def2-TZVPD
C -4.62 0.25 -2.02
Cl -6.36 -1.80 -2.33
N -0.08 -0.83 1.24
C 2.64 1.68 -4.13
C -0.03 -0.31 2.39
H 0.17 6.29 -0.01
C 4.12 0.84 0.75
H 0.23 4.19 1.31
H -3.46 -3.02 6.78
O 2.78 -1.50 -2.57
C -2.30 0.01 -1.29
H -0.21 7.59 -1.15
H -0.50 -1.54 -3.33
C 0.34 6.17 -3.40
O -1.44 -2.14 -0.97
H 2.42 -4.91 -2.29
C 0.41 3.45 -2.82
C -3.53 -1.25 3.88
Cl -3.24 2.52 -1.69
H -1.33 -3.06 -3.72
C -0.79 3.83 3.16
C 2.39 0.16 -4.20
Ti 0.25 -0.91 -0.57
H 1.47 7.15 -0.85
H 3.72 1.84 -4.08
C -3.39 0.80 -1.67
C -2.49 -1.40 -1.29
S 0.54 2.74 -5.46
H 0.53 1.77 0.81
H -0.41 -5.71 -2.51
H 1.62 -4.84 -3.88
H -4.07 -0.82 5.89
H 3.26 -0.32 -4.64
H 0.36 2.39 -2.58
C 0.41 5.75 -2.07
O 0.40 3.44 -6.70
H 2.53 1.43 -0.53
C 1.62 -1.26 5.68
H -1.58 -4.65 -1.70
C 0.35 5.25 -4.43
C -0.36 -2.60 -3.55
C 1.54 -2.64 5.64
H 0.28 7.23 -3.63
C -3.00 -2.24 3.01
H 2.20 -2.44 1.27
H -0.94 4.89 3.37
C 0.47 -1.09 3.56
H 1.96 -3.23 6.45
Cl -5.92 1.28 -2.53
C 0.45 6.75 -0.95
C 0.44 -2.48 3.52
C -1.28 2.87 4.03
H 4.68 1.75 0.57
C -1.04 1.53 3.78
C 0.94 -3.26 4.55
C 0.05 2.09 1.72
C -3.68 -1.56 5.20
H -0.19 -5.27 -0.79
C -3.33 -2.84 5.72
Se -2.05 -3.52 1.09
O 1.07 -0.11 -2.18
C -2.64 -3.54 3.54
C 1.07 -0.49 4.67
C 3.93 -1.30 1.78
H 5.58 0.04 2.11
H -2.57 -4.80 5.30
C -0.53 -4.92 -1.77
C -4.82 -1.11 -1.98
C 2.90 0.64 0.13
H 2.11 -0.77 6.51
H 0.24 -2.68 -4.46
P 0.49 -3.48 -2.20
O -1.11 0.45 -0.94
C -3.75 -1.93 -1.61
H 0.85 -4.33 4.51
N -2.78 -2.07 1.72
H 2.62 -3.48 -3.30
C 2.15 -0.52 0.31
H 0.48 4.03 -0.78
C 2.72 -1.50 1.13
C 4.63 -0.12 1.61
Cl -4.01 -3.64 -1.52
H 2.19 2.11 -3.23
H -1.82 3.17 4.92
O 0.96 -2.74 -0.97
H 2.66 3.23 -5.55
O -0.23 1.55 -5.23
N -2.15 -4.38 2.64
H -3.79 -0.28 3.48
H 1.14 0.59 4.72
N 2.16 2.38 -5.33
C 1.92 -4.26 -3.01
C -2.83 -3.82 4.91
H 0.32 5.54 -5.47
C 0.45 4.39 -1.80
H 0.04 -2.95 2.63
C 2.09 -0.54 -2.87
C -0.36 1.12 2.63
C 0.38 3.89 -4.13
H 4.31 -2.06 2.45
H 1.53 -0.02 -4.84
C -0.15 3.44 1.99
H -1.40 0.78 4.48
```

## Properties
net charge	-1
LUMO energy	1.88	eV
2S+1	1
calculated total energy	-8277.8639	hartree
frontier orbital gap	6.89	eV

These are the Mulliken partial charges, in e, on atoms 1 to 99: 0.563 -0.245 1.226 -0.256 0.393 0.254 -0.892 0.479 0.374 -0.708 -1.478 0.412 -0.060 -0.613 0.243 0.366 -0.699 -0.661 -0.257 0.468 -0.717 -1.269 -0.118 0.307 0.423 0.623 -0.855 1.297 -0.212 0.486 0.423 0.397 0.335 1.451 0.982 -0.782 0.100 -0.867 0.128 -0.631 -1.145 -0.755 0.409 0.643 0.284 0.387 0.662 0.404 -0.242 -1.534 -0.079 -1.116 0.428 0.264 -1.333 0.271 -0.448 0.311 -0.555 0.614 0.457 0.568 -0.562 -0.634 0.355 0.462 -1.128 0.310 0.326 0.433 0.483 1.688 -0.265 0.833 0.485 -0.452 0.350 0.731 -0.211 -0.312 -0.793 -0.249 -0.007 0.410 -0.488 0.376 -0.533 -0.971 0.523 0.556 -0.382 -1.488 -0.699 0.517 -0.534 0.614 0.739 -0.291 -0.411

(5)
Here is C45H45N3O2PPdS3Se as an isolated structure from the Open Molecules 2025 dataset. Energies are from ωB97M-V/def2-TZVPD.

Geometry as XYZ:
```
101
C45H45N3O2PPdS3Se ωB97M-V/def2-TZVPD
C -4.65 -1.70 -0.05
C 0.63 5.64 0.68
C 3.93 -2.33 -0.20
H 4.07 2.28 -4.29
O -0.38 0.42 -2.63
C -1.82 4.95 4.21
C 0.75 6.43 1.77
C -3.85 -2.99 2.29
C -3.25 -1.79 0.31
S -2.80 -3.92 -2.32
C 4.75 -3.35 0.26
C 4.60 -3.83 1.55
C -0.40 1.40 -1.91
S -1.09 -6.63 -0.60
N -4.93 -1.06 -1.16
C 2.96 1.74 -1.13
C 2.84 1.84 3.25
H -0.95 -5.56 1.52
C -2.84 -5.72 -2.60
C -0.20 3.95 -1.64
C -5.64 -2.31 0.79
C -2.87 -2.44 1.52
C -5.24 -2.94 1.91
C -0.06 5.24 -2.23
C 3.18 0.46 -3.60
C 0.20 5.34 -3.57
C 2.54 0.42 -1.27
H -3.78 -5.95 -3.11
C -0.17 2.78 -2.46
C 0.47 1.49 3.41
N -0.48 3.75 -0.34
H 3.82 0.92 1.59
H -0.70 2.58 -0.21
O -0.61 1.31 -0.61
H 5.51 -3.75 -0.39
C 0.30 4.19 -4.35
H 0.03 6.83 3.75
H -1.31 -2.33 -3.22
H 2.07 -1.86 2.62
H 2.89 2.25 -0.18
H 3.27 -0.05 -4.55
H 4.06 -1.95 -1.20
H 3.76 2.23 3.66
C 0.10 2.92 -3.80
H 0.14 2.03 -4.42
H -1.83 -2.48 1.81
C 3.51 2.41 -2.22
C -0.32 4.56 0.70
H -1.78 2.32 2.32
C -2.76 -6.48 -1.28
H -0.46 1.59 3.96
H -6.68 -2.25 0.49
H 1.49 7.22 1.81
H -5.96 -3.41 2.56
H -3.40 -6.02 -0.53
C 3.63 -3.30 2.40
H 5.25 -4.62 1.91
C -0.95 -5.18 0.49
H 0.64 -3.91 1.24
H -3.04 3.53 2.45
H 1.63 2.55 4.87
C 0.36 -4.43 0.33
C 1.64 2.02 3.93
H 3.53 -3.66 3.41
H -0.06 -4.97 -2.28
H -2.87 5.20 4.02
C -1.28 -3.42 -3.16
H -2.03 -5.99 -3.27
C 2.87 1.11 2.08
H -3.59 -3.49 3.21
H -1.47 5.60 5.01
H 0.50 4.28 -5.41
H -0.43 0.35 1.83
C 2.95 -1.79 0.64
H 0.29 6.32 -4.03
C -0.99 5.13 2.97
Se -3.42 -0.51 -1.88
H -1.79 3.92 4.57
C 2.81 -2.28 1.95
H -3.12 -7.50 -1.42
H -2.53 2.97 0.86
C -0.07 6.18 2.89
C -2.18 3.22 1.86
C 1.69 0.59 1.54
H 1.18 -5.11 0.09
C -1.13 4.29 1.87
H 1.32 5.72 -0.15
Pd -0.32 -1.05 -0.44
C 3.63 1.76 -3.45
H -1.29 -3.78 -4.19
C 2.63 -0.21 -2.51
H -1.83 -4.54 0.39
H 0.84 -3.74 -3.19
H 2.27 -1.23 -2.64
H 3.87 3.42 -2.11
S 0.54 -3.14 -0.95
C 0.49 0.78 2.22
H -0.24 6.13 -1.64
C 0.00 -3.90 -2.52
P 1.81 -0.50 0.10
N -2.43 -1.20 -0.54
```

## Properties
net charge	+3
LUMO energy	-11.53	eV
2S+1	1
calculated total energy	-6120.8584	hartree
frontier orbital gap	2.99	eV

These are the Mulliken partial charges, in e, on atoms 1 to 99: 0.753 -0.781 -0.348 0.493 -0.771 -1.666 -1.358 -0.664 1.151 0.136 -0.744 -0.674 0.720 -0.123 -0.713 -0.782 -1.059 0.649 -0.796 0.754 -0.740 -0.878 -0.753 -0.513 -0.894 -0.945 1.006 0.508 0.004 -0.590 0.180 0.590 -0.061 -0.455 0.494 -0.753 0.482 -0.284 0.403 0.430 0.505 0.421 0.529 -0.653 0.556 0.453 -0.746 0.718 0.116 -0.691 0.649 0.533 0.471 0.454 0.277 -0.659 0.461 -0.184 0.221 0.591 0.516 -0.883 -0.777 0.483 0.533 0.414 -0.493 0.370 -0.414 0.482 0.454 0.532 0.312 1.056 0.484 0.690 0.243 0.298 -0.734 0.486 0.455 -0.593 -1.556 -0.225 0.659 1.366 0.770 1.370 -0.967 0.721 -0.355 -0.447 0.624 0.476 0.526 0.491 0.009 0.772 -1.160

(6)
Here is a 3-piece molecular cluster, C46H69BrF2N2OSSi overall at a distorted geometry from the Open Molecules 2025 dataset. Energies are from ωB97M-V/def2-TZVPD.

Geometry as XYZ:
```
123
C46H69BrF2N2OSSi ωB97M-V/def2-TZVPD
H 1.71 -1.54 -3.02
H 4.23 -0.12 -7.46
H 1.09 4.04 -4.30
H -1.74 -1.13 5.94
C 6.10 -1.08 -7.90
C 2.51 -0.81 -1.08
C -0.03 -0.44 7.04
C 0.86 0.48 -2.53
H 4.50 -1.45 -0.26
H 0.98 1.21 -1.70
C 2.50 3.61 0.43
H -4.71 -2.95 -3.65
C 1.11 3.87 -1.58
C 3.47 3.18 -1.85
H 7.64 -1.60 -6.46
C -2.88 -3.26 -2.55
H -7.30 -1.25 0.23
C 2.19 3.51 -2.44
C 1.78 1.97 -4.51
C -3.13 -3.16 -0.05
H 4.28 2.87 -2.53
C -2.31 -3.34 -1.22
Br -0.04 1.56 3.45
C -0.03 -2.09 5.09
H -7.81 -3.00 0.39
C -0.79 -1.54 6.29
C -3.76 1.21 2.15
H -4.29 1.38 -0.58
H 2.92 -0.21 -3.13
H -3.27 3.79 3.55
C -1.75 4.43 5.00
C 0.56 1.21 -3.89
F -2.95 0.64 3.11
C -2.33 3.37 3.97
C -2.70 2.63 -1.34
H -1.23 -3.55 -1.16
C -4.55 -2.88 -0.14
C -4.57 0.03 1.50
H 4.59 2.94 -0.01
H -0.28 1.94 -3.76
H 3.07 -2.08 -7.00
H -4.77 -4.91 2.08
H 0.20 -1.29 4.38
H 0.16 0.39 6.35
O -4.12 0.53 -3.44
C -7.37 -2.13 0.92
H 2.23 -2.28 8.98
C -2.95 2.03 1.09
H -0.68 -1.53 9.61
H 4.58 -0.84 -1.95
H 5.20 -2.81 -5.86
H 2.00 -1.14 6.86
C -1.56 3.40 -0.97
H -2.59 2.48 4.59
C -4.29 -3.02 -2.63
H 0.75 -0.86 10.41
H 5.64 0.82 -7.01
H 2.64 3.62 1.53
H -0.07 -0.11 -2.28
H 2.06 -0.07 -0.39
H 1.74 -0.01 8.17
H -1.06 5.16 4.51
C 1.21 -2.04 8.65
H -5.54 0.41 1.11
C -3.40 1.96 -0.27
C 2.02 -0.57 -2.59
H 2.16 -1.82 -0.78
H -6.50 -4.67 2.51
H -1.21 3.87 5.79
C 4.07 -0.69 -0.97
H -2.57 4.98 5.53
H 6.07 -0.61 -5.07
H 2.74 1.42 -4.45
C 1.30 -0.87 7.66
H 4.54 -2.32 -4.32
H 1.55 2.06 -5.61
C -4.86 -1.15 2.48
H -3.95 -1.58 2.97
H -0.58 3.93 2.85
H -6.19 -2.64 -1.59
H -2.59 -3.24 0.92
H 0.16 0.43 -4.59
H -7.93 -1.85 1.84
H 8.14 -1.76 -8.14
H -0.68 -0.04 7.82
H 8.00 -0.16 -7.41
C 5.09 -0.67 -5.56
H -0.63 -2.84 4.58
N -3.07 2.57 -2.73
H -2.22 -3.38 -3.43
H -3.90 -0.37 0.70
H 5.69 -2.09 -7.97
H 2.44 -1.55 -5.43
C -1.79 2.85 1.45
C 3.13 -2.25 -5.92
H 6.08 -0.67 -8.92
H -5.60 -0.90 3.28
C 5.23 -0.20 -7.01
C -5.50 -4.17 2.50
H 0.37 -2.57 10.56
H -1.04 -2.36 6.97
C 1.97 3.44 -3.97
C -1.25 3.04 2.89
S -0.56 4.25 -2.22
H -0.11 5.32 0.43
C 4.54 -2.08 -5.38
H 2.77 -3.26 -5.73
H 2.85 3.88 -4.51
H 0.83 -2.93 8.15
C -3.49 1.43 -3.06
F -4.68 2.06 2.79
H 0.91 -2.57 5.39
C 0.36 -1.73 9.87
C 7.55 -1.15 -7.45
Si -5.60 -2.58 1.44
C 1.22 3.95 -0.14
C -5.11 -2.83 -1.47
H 4.44 0.04 -5.03
N 0.08 4.34 0.66
H 4.36 0.32 -0.57
C 3.60 3.23 -0.42
C -1.08 3.53 0.40
H -5.21 -3.97 3.56
```

## Properties
LUMO energy	0.15	eV
2S+1	1
calculated total energy	-5440.3634	hartree
frontier orbital gap	8.57	eV

These are the Mulliken partial charges, in e, on atoms 1 to 99: 0.441 0.334 0.347 0.261 -0.527 -0.512 -0.328 -0.149 0.337 -0.316 -0.486 0.326 0.737 -0.390 0.274 -0.525 0.312 0.307 0.393 -0.099 0.393 -0.620 -0.186 -0.988 0.344 -0.304 1.805 0.446 -0.872 0.431 -1.191 -0.573 -0.151 -0.432 0.221 0.366 0.414 -1.611 0.448 -0.034 0.383 0.327 0.066 0.060 -0.413 -1.211 0.376 0.100 0.288 0.080 0.414 0.315 0.540 0.172 -0.508 0.290 0.440 0.434 0.382 0.215 0.395 0.327 -0.408 0.399 -0.568 0.794 0.390 0.320 0.238 -0.728 0.360 0.425 -0.793 -0.780 0.307 0.558 -0.431 0.204 0.499 0.263 0.328 0.578 0.327 0.384 0.312 0.291 0.679 0.337 -0.559 0.391 0.355 0.228 0.016 -0.192 -0.986 0.391 0.449 -0.823 -1.192

(7)
Here is C20H25BN4O4SeZr as an isolated structure at a distorted geometry from the Open Molecules 2025 dataset. Energies are from ωB97M-V/def2-TZVPD.

Geometry as XYZ:
```
56
C20H25BN4O4SeZr ωB97M-V/def2-TZVPD
C 1.63 1.12 0.52
H 3.21 -0.62 -0.47
H 1.16 2.12 0.71
H 3.05 -1.37 -7.53
C -4.71 -1.07 2.78
H 4.75 0.04 -0.29
H -1.80 -0.69 -2.19
H -5.18 -1.81 2.14
Se 0.42 -2.30 1.94
C 2.03 -1.36 -4.28
O 0.16 -0.53 -3.26
H -6.45 0.04 3.31
C -2.78 0.54 0.29
C 3.13 1.21 0.62
Zr 0.32 -0.29 -0.07
H 3.09 0.89 2.78
O -1.47 0.71 0.51
C -4.67 1.01 4.07
N -1.92 -1.06 -1.20
C -0.13 0.63 3.79
C 2.39 -1.32 -6.65
B 1.13 -0.95 -2.23
H 4.71 2.28 -0.37
H 4.55 1.73 2.22
H 3.30 3.25 0.00
H -3.91 -0.42 -1.10
H 0.63 -0.68 -7.79
H 0.33 0.18 4.65
H 3.88 -0.74 1.18
H -0.68 -0.11 -5.89
C 3.46 1.59 2.05
H 0.52 0.77 2.97
C 2.90 -1.57 -5.34
O 2.26 -1.40 -2.92
C 3.61 2.29 -0.34
N -2.33 -1.85 2.35
C 0.26 -0.56 -5.72
C 0.76 -0.81 -4.45
C -3.32 -1.00 2.85
H -0.54 1.61 4.06
N -1.22 -0.26 3.37
C -1.09 -1.38 2.61
C 3.80 -0.11 0.28
H -2.78 1.81 4.68
N -3.04 -0.54 -0.59
C -3.31 0.98 4.20
H 3.91 -1.92 -5.19
H -1.91 -2.09 -1.22
H -5.30 1.79 4.48
C 1.09 -0.84 -6.84
H 3.29 2.09 -1.37
H 3.03 2.62 2.30
C -5.36 -0.03 3.43
O -3.73 1.15 0.72
H -2.49 -2.74 1.89
C -2.61 -0.04 3.51
```

## Properties
LUMO energy	-0.14	eV
2S+1	1
calculated total energy	-3770.4867	hartree
frontier orbital gap	6.52	eV

Charges obtained by Mulliken population analysis, quoted in units of e: -1.105 0.110 0.326 0.319 -1.023 0.327 0.320 0.413 -0.275 0.729 -0.450 0.325 0.563 2.554 0.492 0.357 -0.512 -0.709 -0.424 -0.351 -0.431 0.660 0.518 0.427 0.430 0.282 0.397 0.354 0.296 0.444 -1.909 -0.086 -0.871 -0.354 -1.955 0.243 -0.878 0.549 0.282 0.280 0.427 -0.667 -1.377 0.344 -0.277 -0.702 0.458 0.208 0.408 -0.512 0.284 0.334 -0.349 -0.683 0.325 1.120

(8)
Here is an isolated molecule of C3H4N2O at a distorted geometry from the Open Molecules 2025 dataset. Energies are from ωB97M-V/def2-TZVPD.

Geometry as XYZ:
```
10
C3H4N2O ωB97M-V/def2-TZVPD
C 0.83 -0.70 0.60
H 1.46 -0.09 1.29
O -1.49 -1.04 -0.26
C 1.14 -0.45 -0.81
H 0.94 -1.75 0.91
H -0.24 1.77 -0.23
N -0.91 1.15 0.22
N 0.82 -0.07 -1.86
H -1.86 1.42 0.01
C -0.70 -0.23 0.15
```

## Properties
LUMO energy	0.60	eV
2S+1	1
calculated total energy	-301.4276	hartree
frontier orbital gap	11.00	eV

Charges obtained by Mulliken population analysis, quoted in units of e: -0.485 0.250 -0.528 0.316 0.286 0.269 -0.501 -0.457 0.253 0.598